Record 1
# C30H44N6P2V

A structure of composition C30H44N6P2V (the ωB97M-V functional and the def2-TZVPD basis, OMol25).

```
83
Properties=species:S:1:pos:R:3:forces:R:3
V -0.574848 -0.586344 0.121622 0.5 0.1 -0.4
C -0.974800 -1.383353 -4.245155 0.0 0.0 0.0
C -1.045001 -0.939195 -2.828191 0.1 -0.1 -0.1
N -0.400052 -1.444436 -1.832164 -0.1 -0.1 0.1
C 0.415896 -2.647586 -2.051362 0.1 -0.1 0.0
C 1.291171 -2.936132 -0.843159 0.0 0.0 -0.1
N 0.767977 -2.291100 0.407995 -0.1 -0.2 0.1
C 0.086928 -3.300962 1.274178 0.0 0.0 0.0
C -1.236995 -3.613690 0.640193 0.0 0.0 0.0
N -1.982848 -2.324971 0.522832 -0.1 0.0 -0.1
C -2.911300 -2.094544 1.683027 0.0 0.0 0.0
C -2.434318 -0.859839 2.431028 0.0 -0.1 0.1
N -2.150950 0.068037 1.329885 0.0 0.1 0.0
C -3.082879 0.846674 0.887682 0.1 0.0 0.1
C -4.232994 1.355149 1.678058 -0.1 0.0 0.0
C -3.005386 1.060321 -0.573719 0.0 0.0 -0.1
C -3.898680 1.774322 -1.356013 0.0 0.0 0.0
C -3.807601 1.656655 -2.740273 0.0 0.0 0.0
C -2.866393 0.796296 -3.294414 0.0 0.0 0.0
C -2.002993 0.120121 -2.444831 0.0 0.0 0.1
N -2.058863 0.284097 -1.121881 0.0 0.0 0.0
H -0.168435 -2.079306 -4.449257 0.0 0.0 0.0
H -0.871622 -0.521085 -4.907840 0.0 0.0 0.0
H -1.915125 -1.874605 -4.519791 0.0 0.0 0.0
H 1.058210 -2.539942 -2.924209 0.0 0.1 0.0
H -0.259344 -3.479612 -2.262974 0.0 0.0 0.0
H 2.296684 -2.567049 -1.015569 0.0 0.0 0.0
H 1.368989 -4.012571 -0.688785 0.0 0.0 0.0
H 1.593832 -1.972057 0.905074 0.0 0.0 0.0
H -0.067696 -2.874321 2.263346 0.0 0.0 0.0
H 0.702148 -4.194879 1.388392 0.0 0.0 0.0
H -1.798928 -4.337124 1.230037 0.0 0.0 0.0
H -1.107371 -4.043948 -0.350781 0.0 0.0 0.0
H -2.560800 -2.391839 -0.310190 0.0 0.0 0.0
H -2.946813 -2.967469 2.333105 0.0 0.0 0.0
H -3.918722 -1.928332 1.301756 0.0 0.0 0.0
H -1.524873 -1.082683 2.979823 0.0 0.0 0.0
H -3.184092 -0.501158 3.133749 0.0 0.0 0.0
H -4.031540 1.370290 2.746094 0.0 0.0 0.0
H -5.124490 0.741444 1.504853 0.0 0.0 0.0
H -4.487639 2.367859 1.361990 0.0 0.0 0.0
H -4.667011 2.392816 -0.910383 0.0 0.0 0.0
H -4.494152 2.199062 -3.378757 0.0 0.0 0.0
H -2.831242 0.642441 -4.364827 0.0 0.0 0.0
C 1.685971 -1.067300 3.294731 0.0 0.0 0.0
P 0.768269 0.176847 2.332211 0.0 0.1 0.1
C -0.198421 1.002485 3.647793 0.0 -0.1 0.0
C 1.984020 1.419348 1.843797 -0.1 0.0 0.1
C 3.140467 1.660743 2.581809 0.0 0.0 0.0
C 4.009054 2.671796 2.190677 0.0 0.0 0.0
C 3.720259 3.451712 1.078942 0.0 0.0 0.0
C 2.558297 3.228487 0.349893 0.0 0.0 0.0
C 1.696512 2.205101 0.728768 0.0 0.1 -0.1
P 0.112151 1.929399 -0.080549 -0.1 0.1 0.1
C -0.952813 3.189656 0.687052 0.0 -0.1 0.0
C 0.156445 2.484343 -1.805877 0.0 0.0 0.0
H 2.461213 -1.586299 2.729445 0.0 0.0 0.0
H 1.006133 -1.792016 3.740428 0.0 0.0 0.0
H 2.174782 -0.550241 4.122472 0.0 0.0 0.0
H 0.484073 1.667199 4.180139 0.0 0.0 0.0
H -0.580508 0.275581 4.363610 0.0 0.0 0.0
H -1.020839 1.596265 3.257503 0.0 0.0 0.0
H 3.387083 1.073663 3.457044 0.0 0.0 0.0
H 4.910307 2.853566 2.761538 0.0 0.0 0.0
H 4.396332 4.242583 0.781116 0.0 0.0 0.0
H 2.345060 3.860548 -0.502532 0.0 0.0 0.0
H -0.467314 4.155170 0.522882 0.0 0.0 0.0
H -1.046320 3.050491 1.761882 0.0 0.0 0.0
H -1.935826 3.234393 0.224205 0.0 0.0 0.0
H 0.911974 3.261369 -1.924723 0.0 0.0 0.0
H -0.811910 2.915315 -2.062613 0.0 0.0 0.0
H 0.395214 1.676464 -2.487310 0.0 0.0 0.0
C 4.686480 -0.269515 -2.362822 0.1 0.0 -0.1
C 4.540631 -0.331603 -0.985534 -0.1 0.0 0.1
C 3.269508 -0.236612 -0.446139 0.0 -0.1 -0.1
N 2.154220 -0.106498 -1.181306 -0.2 0.0 0.1
C 2.316617 -0.052618 -2.510029 0.0 0.0 0.0
C 3.547620 -0.122273 -3.139879 0.0 0.0 0.0
H 5.665235 -0.332998 -2.820862 0.0 0.0 0.0
H 5.395710 -0.445120 -0.332918 0.0 0.0 0.0
H 3.148013 -0.261269 0.630400 0.0 0.0 -0.1
H 1.425011 0.048836 -3.117064 0.0 0.0 0.0
H 3.606229 -0.062475 -4.218360 0.0 0.0 0.0
```
Positions in Å, forces in eV/Å.

Output
lowest unoccupied orbital energy (alpha / beta)	-13.619 / -12.953	eV
net charge	+4
multiplicity	2
relative energy (zero: lowest compared OMol25 entry of this formula, charge and spin)	0.0	kcal per mole
Kohn-Sham gap (alpha / beta)	0.236 / 0.261	Eh
⟨S²⟩	0.865

Löwdin atomic charge list, values in e, 4 entries: number 1, V, carries 0.820; number 2, C, carries 0.041; number 3, C, carries -0.238; number 4, N, carries 0.009

Record 2
# C2HBrN2O2

The molecule C2HBrN2O2 at a distorted geometry (the ωB97M-V functional and the def2-TZVPD basis, OMol25).

```
8
Properties=species:S:1:pos:R:3:forces:R:3
N 0.286940 -0.343172 2.720841 0.1 -0.1 0.6
C -0.162225 -0.011296 1.724313 -0.1 0.4 1.0
C -0.606802 0.278089 0.410537 0.3 1.1 -0.8
Br -2.386528 -0.124950 0.034221 -0.7 -0.3 0.0
N -0.261013 1.827199 -0.020429 -2.2 -3.0 1.5
O 0.712822 2.224172 0.482917 2.8 1.2 0.7
O -1.100310 2.389601 -0.624697 -0.8 0.9 -1.4
H 0.046169 -0.354354 -0.132411 0.5 -0.3 -1.5
```
Positions in Å, forces in eV/Å.

Output
lowest unoccupied orbital energy	-0.152	eV
relative energy (zero: lowest compared OMol25 entry of this formula, charge and spin)	71.9	kcal per mole
Kohn-Sham gap	0.412	Eh
structure (SMILES)	N#C[C@@H](Br)[N+](=O)[O-]

Löwdin atomic charge list, values in e, 4 entries: number 1, N, carries 0.203; number 2, C, carries -0.288; number 3, C, carries -0.645; number 4, Br, carries 0.860

Record 3
# C24H25InNO5

A structure of composition C24H25InNO5 at a distorted geometry (the ωB97M-V functional and the def2-TZVPD basis, OMol25).

```
56
Properties=species:S:1:pos:R:3:forces:R:3
C 3.209791 -2.094648 3.848638 0.2 -0.3 -1.1
C 4.669360 -1.825123 4.204754 -0.2 0.2 1.8
O 4.920417 -1.270754 5.234916 0.1 -0.2 -0.9
O 5.757329 -2.238420 3.403067 -0.6 0.3 -0.5
C 6.331278 -1.141530 2.699902 -0.9 0.4 -0.6
C 5.270821 -0.633901 1.719350 0.8 -0.6 0.5
C 4.933693 0.738610 1.605959 0.0 0.3 0.1
C 3.951976 1.137754 0.734457 -0.1 -0.2 -0.4
C 3.306844 0.132802 -0.020860 -1.0 -0.4 -0.5
C 3.663016 -1.246959 0.069968 -0.6 0.1 -0.4
C 4.637725 -1.644220 0.927944 0.2 0.4 0.2
C 2.894988 -2.242620 -0.790710 -0.1 0.0 0.0
O 3.398848 -3.218170 -1.282348 -0.3 0.5 0.4
C 1.415781 -1.897264 -0.926155 1.4 0.5 0.2
C 0.491989 -2.894350 -0.953735 -1.1 -0.4 -0.1
C -0.860578 -2.515758 -1.041648 0.1 0.2 0.0
C -1.231696 -1.166159 -1.101725 -0.7 -0.7 0.2
C -0.320188 -0.132352 -1.074697 1.1 0.6 -0.4
C -0.719652 1.335991 -1.096721 -0.1 0.1 -0.2
C -1.881303 1.698054 -2.082914 -0.4 0.4 1.5
C -3.269638 1.390011 -1.417584 0.2 -0.6 -1.2
C -4.331356 2.493778 -1.646370 0.5 -1.3 -0.1
N -5.678963 1.897170 -1.581110 0.0 2.8 1.9
C -6.738272 2.936351 -1.691129 -0.6 -1.1 -0.8
C -5.861962 1.190060 -0.267099 -0.2 -2.7 1.8
C -5.796799 -0.341381 -0.145455 1.2 0.7 -1.0
O -6.030485 1.830727 0.723210 0.2 0.7 -1.4
C 1.059695 -0.516367 -0.994561 -0.2 0.0 0.0
C 2.188291 0.452500 -0.976184 0.5 0.0 0.6
O 2.289948 1.457383 -1.689786 -0.3 -0.4 0.2
H 2.723108 -1.114579 3.726791 0.1 -0.3 0.3
H 3.059945 -2.636563 2.905306 0.3 0.0 0.3
H 2.717169 -2.676929 4.635502 0.3 0.4 0.0
H 6.679124 -0.356324 3.384883 0.1 -0.2 -0.2
H 7.154268 -1.503446 2.056877 0.0 -0.1 0.6
H 5.413527 1.506251 2.216242 0.1 -0.4 0.0
H 3.664955 2.183877 0.625274 0.1 -0.3 0.0
H 4.905442 -2.698009 1.025278 0.1 0.3 0.0
H 0.725328 -3.955787 -0.889779 0.3 0.3 -0.1
H -1.639754 -3.278043 -1.060682 0.2 0.2 0.0
H -2.304961 -0.986613 -1.135389 0.3 0.2 0.0
H -1.000480 1.600081 -0.061293 -0.1 0.0 -0.4
H 0.117512 2.000256 -1.339466 -0.1 -0.5 0.1
H -1.831141 2.790714 -2.211091 0.1 -0.3 -0.2
H -1.766995 1.214469 -3.060296 -0.1 0.1 0.3
H -3.118283 1.123210 -0.362517 -0.2 0.4 -0.1
H -3.660989 0.479522 -1.902556 0.0 0.3 0.2
H -4.235583 3.287586 -0.876815 -0.2 -0.1 -0.3
H -4.213664 2.977283 -2.632035 -0.2 -0.1 0.2
H -6.394373 3.922540 -1.360801 -0.1 -0.2 -0.2
H -7.605736 2.579656 -1.121794 0.2 0.4 -0.1
H -7.078012 2.933074 -2.745801 0.3 0.3 0.2
H -6.786712 -0.784409 -0.001972 0.2 0.2 0.0
H -5.284634 -0.758620 -1.027853 -0.6 0.1 0.1
H -5.117016 -0.527036 0.698565 -0.6 -0.1 0.1
In 3.207061 1.006621 -3.875953 0.2 0.2 -0.6
```
Positions in Å, forces in eV/Å.

Output
lowest unoccupied orbital energy	-15.025	eV
net charge	+3
Kohn-Sham gap	0.055	Eh

Löwdin atomic charge list, values in e, 4 entries: number 1, C, carries 0.042; number 2, C, carries -0.431; number 3, O, carries 0.222; number 4, O, carries 0.019

Record 4
# C3H6IN2O

The ion C3H6IN2O with charge +1 at a distorted geometry (the ωB97M-V functional and the def2-TZVPD basis, OMol25).

```
13
Properties=species:S:1:pos:R:3:forces:R:3
C -0.253817 0.836123 -0.328825 -0.5 -2.5 0.4
C -2.563371 -0.398131 -2.057755 -1.5 -0.6 -1.0
C 0.979060 -0.794866 0.825016 -1.6 1.9 0.2
N -0.068850 -0.426053 -0.096455 -1.1 3.4 -1.3
N -1.391800 1.354878 -1.019761 -0.5 2.8 0.2
O -2.181532 0.778750 -2.013486 0.9 0.9 -0.1
I -3.851594 -0.833438 -3.625079 0.7 0.0 0.7
H 0.271104 1.729368 0.059631 0.0 -0.6 0.0
H -2.412328 -1.094678 -1.266908 0.6 -0.6 0.6
H 0.583736 -1.517040 1.462843 -0.4 -1.3 1.1
H 1.828507 -1.095702 0.373750 2.5 -1.8 -2.0
H 1.355278 0.034032 1.369973 -0.1 1.1 1.0
H -1.596162 2.415918 -1.134166 1.0 -2.7 0.3
```
Positions in Å, forces in eV/Å.

Output
lowest unoccupied orbital energy	-5.734	eV
net charge	+1
relative energy (zero: lowest compared OMol25 entry of this formula, charge and spin)	111.1	kcal per mole
Kohn-Sham gap	0.298	Eh

Löwdin atomic charge list, values in e, 4 entries: number 1, C, carries -0.146; number 2, C, carries -0.535; number 3, C, carries -0.091; number 4, N, carries 0.020

Record 5
# C3H9NO

The molecule C3H9NO at a distorted geometry (the ωB97M-V functional and the def2-TZVPD basis, OMol25).

```
14
Properties=species:S:1:pos:R:3:forces:R:3
C -1.783304 -0.202436 -0.920926 -0.6 0.3 1.0
N -0.348230 -0.442700 -0.951275 1.0 -1.0 1.6
C 0.332786 -0.655487 0.369979 1.4 0.6 -0.6
C 1.023131 0.637615 0.822167 -0.9 2.0 0.5
O 2.236949 1.001213 0.099741 -0.2 0.0 0.5
H -2.358974 -1.250888 -0.640510 0.8 2.9 -0.9
H -1.927381 0.238714 -1.972343 -0.9 -0.9 1.7
H -2.007029 0.646786 -0.100208 0.2 -2.0 -1.9
H -0.221409 -1.313058 -1.442806 0.2 0.0 -0.4
H -0.261962 -0.980897 1.223131 -0.8 0.2 -0.1
H 1.114230 -1.447033 0.348234 -0.4 0.4 -0.7
H 1.182506 0.586268 1.910028 0.5 -0.2 -0.2
H 0.215702 1.462767 0.749983 1.2 -0.9 -0.3
H 2.802986 1.719136 0.504805 -1.6 -1.3 -0.2
```
Positions in Å, forces in eV/Å.

Output
lowest unoccupied orbital energy	1.032	eV
relative energy (zero: lowest compared OMol25 entry of this formula, charge and spin)	53.0	kcal per mole
Kohn-Sham gap	0.367	Eh
structure (SMILES)	CNCCO

Löwdin atomic charge list, values in e, 4 entries: number 1, C, carries -0.174; number 2, N, carries -0.161; number 3, C, carries -0.232; number 4, C, carries -0.269

Record 6
# C5H10O2

The molecule C5H10O2 (the ωB97M-V functional and the def2-TZVPD basis, OMol25).

```
17
Properties=species:S:1:pos:R:3:forces:R:3
C 1.954233 -0.814475 0.203274 -0.1 -0.2 -0.1
C 1.115758 -0.653247 -1.063863 0.3 -0.2 0.0
O 0.134456 0.362013 -0.978939 0.0 0.0 0.1
C -0.824728 0.129874 0.006062 -0.2 0.1 0.1
C -2.063575 0.935105 -0.369034 -0.1 0.0 0.0
C -0.416547 0.562963 1.410762 0.3 0.3 0.1
O 0.478245 1.320659 1.691037 -0.6 -0.3 -0.1
H 1.463017 -1.418757 0.980519 0.0 0.2 -0.2
H 2.889381 -1.312202 -0.050462 0.0 -0.1 0.0
H 2.174238 0.169090 0.613439 0.1 -0.1 0.0
H 1.759645 -0.345855 -1.891976 -0.1 -0.1 0.1
H 0.635370 -1.606425 -1.347418 0.1 0.2 0.1
H -1.090925 -0.943438 0.061042 0.1 0.1 0.0
H -2.433944 0.593505 -1.338210 0.0 0.0 0.1
H -1.784989 1.990036 -0.451202 -0.1 -0.1 0.0
H -2.852886 0.823436 0.380193 0.1 0.1 -0.1
H -1.077944 0.134583 2.195805 0.0 0.1 0.0
```
Positions in Å, forces in eV/Å.

Output
lowest unoccupied orbital energy	0.976	eV
relative energy (zero: lowest compared OMol25 entry of this formula, charge and spin)	41.6	kcal per mole
Kohn-Sham gap	0.388	Eh
structure (SMILES)	CCO[C@H](C)C=O

Löwdin atomic charge list, values in e, 4 entries: number 1, C, carries -0.076; number 2, C, carries -0.249; number 3, O, carries -0.112; number 4, C, carries -0.403

| no. | calculated total energy (eV) |
| --- | --- |
| 1 | -84994.1164 |
| 2 | -79203.5022 |
| 3 | -42160.8623 |
| 4 | -16324.8919 |
| 5 | -6792.7572 |
| 6 | -9441.2407 |